[1]
{
  "formula": "C10H16O",
  "method": "ωB97M-V/def2-TZVPD",
  "charge": 1,
  "relative_energy_kcal_mol": 13.22,
  "energy_ev": -12668.6060,
  "s_squared": 0.7673,
  "multiplicity": 2,
  "e_homo_ev": [-13.952, -14.026],
  "gap_ha": [0.374, 0.241],
  "species": ["C", "C", "H", "H", "H", "H", "C", "H", "C", "O", "H", "C", "H", "H", "H", "C", "H", "C", "H", "H", "C", "H", "H", "C", "C", "H", "H"],
  "coordinates": [[0.52383, 2.81239, -0.09217], [-0.63653, -3.07414, -1.08632], [0.10515, -4.80304, 0.11804], [3.06193, 1.35335, -1.87229], [-0.72694, -3.07252, -2.17360], [0.31916, -2.60070, -0.81033], [1.50917, 1.85472, -0.42166], [-1.63648, -2.45599, 0.64811], [2.64684, 2.18405, -1.31020], [-1.67882, 0.67575, 1.78382], [-1.42708, -1.15385, -0.50032], [-0.64607, 1.15023, 1.12708], [0.65435, 3.79734, -0.51896], [-1.67266, -4.80113, -0.40829], [2.30892, 2.91920, -2.04852], [-0.63510, -4.55877, -0.63604], [0.11398, -0.84599, 1.08324], [-1.69449, -2.21122, -0.41487], [2.20218, -0.21480, -0.10302], [-2.65927, -2.34195, -0.90049], [0.39488, 0.18144, 0.89692], [-0.31982, -5.09928, -1.52954], [-2.45983, 1.26580, 1.77209], [-0.57514, 2.45915, 0.64475], [1.43351, 0.52302, 0.07471], [-1.27168, 3.22694, 0.95785], [3.44540, 2.63982, -0.71066]],
  "forces_ev_per_a": [[-0.381, -0.231, -0.171], [0.766, 0.005, 0.414], [-0.372, 0.109, 0.489], [-0.055, -0.294, 0.298], [0.009, 0.355, 0.066], [0.107, -0.314, -0.416], [0.899, -1.193, -0.239], [-0.755, 0.018, 0.050], [-0.304, 0.857, -0.437], [-0.309, 0.294, -0.148], [-0.160, 0.021, -0.198], [-0.205, -1.197, 0.411], [-0.179, 0.156, 0.227], [0.248, -0.534, 0.346], [0.267, 0.116, 0.142], [-0.009, 0.885, -1.337], [0.442, -0.035, 0.613], [0.551, 0.025, -0.243], [0.051, 0.107, -0.436], [-0.254, -0.142, 0.567], [-0.530, 0.263, -1.300], [-0.204, -0.447, 0.194], [0.415, -0.109, 0.139], [0.874, 1.311, -0.104], [-0.621, 0.155, 1.318], [-0.293, -0.197, -0.143], [0.001, 0.016, -0.102]]
}

=====

[2]
{
  "formula": "C10H16O2",
  "method": "ωB97M-V/def2-TZVPD",
  "smiles": "CCc1ccc(O)cc1.CCO",
  "relative_energy_kcal_mol": 71.52,
  "energy_ev": -14721.3746,
  "e_homo_ev": -8.443,
  "gap_ha": 0.343,
  "species": ["H", "C", "H", "C", "C", "H", "H", "H", "H", "H", "C", "O", "H", "C", "O", "H", "H", "H", "H", "H", "C", "H", "C", "C", "H", "C", "H", "C"],
  "coordinates": [[3.38347, 1.45621, -0.34895], [3.46450, 0.38073, -0.14513], [-1.76340, -3.70033, 1.70129], [-1.29148, -1.84265, 1.11606], [-1.09062, 0.46085, 1.01943], [-0.58614, 2.63750, -0.82620], [3.43084, -0.08799, 2.13779], [2.90228, 0.08009, -0.99955], [1.35356, -1.12343, 0.56219], [-1.50525, -2.90300, -0.70311], [-2.24331, 1.71055, -2.06879], [1.75771, -0.70704, 1.28781], [-1.06243, 1.47722, 1.60884], [2.78602, 0.31853, 1.28036], [-1.14230, -2.95988, 1.92009], [-2.83251, 2.18152, -1.41717], [-2.54947, 0.64346, -2.25844], [2.19793, 1.23440, 1.57871], [-1.03996, -0.63593, 2.86760], [-0.95569, -1.01249, -2.07094], [-1.19901, -2.02216, -0.23231], [-0.08375, 1.39577, -2.07548], [-1.15685, -0.65562, 1.83876], [-0.88207, 1.52592, -1.28450], [4.59820, 0.22300, -0.16139], [-1.21049, -0.84253, -1.00016], [-2.21547, 2.35099, -2.95695], [-1.06430, 0.41632, -0.36988]],
  "forces_ev_per_a": [[0.496, 0.272, -0.055], [1.580, 2.912, 1.948], [0.847, 1.127, -0.001], [1.324, -1.522, 2.752], [-0.110, 2.752, 1.997], [-0.765, -3.044, -0.619], [-0.384, 1.289, -1.410], [-0.367, -1.453, -0.208], [-0.102, 0.002, -2.115], [0.361, -1.643, -0.471], [2.989, -2.420, -1.729], [0.694, 0.346, 2.984], [0.208, -1.783, -1.613], [-1.181, -2.444, -0.636], [-1.260, -1.502, 0.395], [-2.975, 1.445, 2.556], [-0.310, 1.488, -0.288], [1.245, -0.512, -0.417], [-0.027, -0.033, 1.679], [-0.779, 0.670, 0.631], [-1.715, 3.230, -0.760], [-0.598, -0.377, 1.089], [-0.539, -0.148, -4.109], [0.594, 4.910, -1.925], [-1.821, -0.461, -0.093], [1.968, -0.758, 0.334], [0.355, -0.435, -0.052], [0.272, -1.908, 0.135]]
}

=====

[3]
{
  "formula": "C10H16S",
  "method": "ωB97M-V/def2-TZVPD",
  "smiles": "Cc1ccccc1.CCSC",
  "relative_energy_kcal_mol": 65.21,
  "energy_ev": -21462.0219,
  "e_homo_ev": -8.297,
  "gap_ha": 0.333,
  "species": ["H", "C", "H", "H", "H", "H", "H", "H", "H", "C", "H", "C", "H", "C", "H", "H", "H", "C", "C", "H", "S", "H", "C", "H", "C", "C", "C"],
  "coordinates": [[0.13468, -0.07889, -2.38787], [-2.70457, -0.04516, 2.09234], [3.08792, -1.16681, -2.92755], [-3.55122, -0.73369, 2.39194], [0.94434, 2.25492, 0.22091], [2.27749, -3.37960, -0.95240], [2.41744, 0.48668, -3.14549], [-3.89405, 0.49778, 0.37031], [1.86799, -1.95711, 0.37061], [-1.43840, -0.10158, 2.73277], [0.47665, -0.91960, -3.68420], [-0.66703, 1.54310, 1.14721], [-1.26934, -0.83562, 3.55888], [-1.85839, 1.40789, 0.43037], [-0.39626, 3.47197, 0.02832], [1.18974, -3.50340, 0.44410], [0.65010, 0.35203, 2.63164], [0.74614, -0.92017, -2.59210], [0.15266, 2.78495, 0.81155], [-2.07982, 1.89144, -0.51115], [0.29187, -2.32429, -1.56930], [2.57889, -0.07282, -1.49630], [2.20565, -0.40105, -2.52345], [0.48713, 3.35530, 1.66306], [1.59112, -2.80716, -0.27278], [-0.31839, 0.55893, 2.22772], [-2.92235, 0.64196, 0.94083]],
  "forces_ev_per_a": [[-0.701, 0.869, 1.292], [-1.006, -1.786, 1.242], [-2.551, 1.519, 1.102], [1.236, 0.928, 0.213], [0.420, 1.374, 0.549], [0.306, 1.054, 1.474], [-0.683, -0.300, 0.048], [1.406, 0.397, 0.808], [0.686, -0.225, -0.876], [0.592, -1.181, -0.201], [0.362, -1.586, 0.760], [-0.108, -0.354, 1.130], [-0.378, 0.729, -0.726], [-0.772, -0.505, 0.977], [0.933, -1.340, 1.783], [-0.903, -0.418, -0.248], [0.472, 0.552, 0.144], [2.018, 1.475, -1.259], [-0.188, -1.253, -2.950], [0.500, 0.696, 0.131], [-0.922, -1.040, 0.680], [-0.818, -0.693, -1.062], [3.131, -1.146, 0.060], [0.277, -0.031, 0.115], [0.039, 0.526, -1.933], [-3.273, 2.030, -1.878], [-0.074, -0.290, -1.375]]
}

=====

[4]
{
  "formula": "C10H17AgNO5",
  "method": "ωB97M-V/def2-TZVPD",
  "charge": 1,
  "relative_energy_kcal_mol": 0.00,
  "energy_ev": -26364.1457,
  "e_homo_ev": -13.276,
  "gap_ha": 0.364,
  "species": ["H", "H", "Ag", "N", "O", "C", "H", "H", "H", "H", "O", "H", "C", "H", "H", "H", "C", "C", "C", "H", "H", "H", "H", "C", "O", "C", "C", "H", "H", "O", "H", "O", "C", "C"],
  "coordinates": [[4.39866, -1.83459, 2.63239], [-3.79492, 2.95361, 1.58969], [-0.39061, 1.29623, -0.03825], [1.45085, -2.28373, -0.87096], [0.99885, -1.03951, 1.05389], [3.13172, -2.03948, 0.92864], [-2.10809, 3.31841, 2.13000], [1.90928, -3.48492, -3.60136], [1.12488, -4.77490, -2.63184], [0.61968, 4.18545, -0.91356], [0.17987, -2.94052, -2.62262], [3.21700, -2.95366, -1.76280], [3.43227, -1.55018, 2.16493], [3.80343, -2.66018, 0.33761], [-2.94493, -0.48695, 1.24156], [2.74961, -0.89493, 2.67224], [1.79230, -1.71698, 0.39513], [1.39571, -3.71052, -2.66983], [-3.35248, 0.49378, 0.98799], [-3.16129, 3.14246, -0.73504], [-3.52929, 0.54112, -0.10429], [-0.16144, 4.54755, 0.70438], [0.71789, 3.00315, 0.41585], [-2.42767, 3.51801, -0.01608], [-0.81907, -1.53688, -1.17726], [2.23252, -3.33774, -1.47897], [0.15647, -2.14969, -1.50305], [-2.47813, 4.61221, 0.07665], [-4.31027, 0.65800, 1.52571], [-2.34501, 1.45203, 1.38282], [2.33741, -4.17047, -0.77753], [-1.16402, 3.21400, -0.62086], [-2.71705, 2.84893, 1.34416], [0.05587, 3.78090, -0.05934]],
  "forces_ev_per_a": [[-0.832, 0.424, -0.319], [0.609, 0.102, -0.143], [0.201, -2.950, 0.310], [-1.193, 1.266, 1.194], [0.456, -0.053, -1.372], [0.259, 0.559, 1.357], [-0.278, -0.115, -0.106], [-0.157, -0.066, -0.085], [0.022, 0.384, -0.228], [-0.244, 0.082, 0.454], [0.323, 0.578, 1.165], [-0.115, -0.247, -0.019], [1.024, -1.330, -1.680], [-0.069, 0.162, 0.436], [-0.108, 0.168, -0.040], [-0.180, 0.004, 0.208], [-1.438, 0.151, -0.103], [-0.410, -0.735, -0.821], [-0.237, 0.287, -0.273], [0.149, 0.319, -0.075], [0.001, -0.037, 0.482], [0.098, -0.241, -0.437], [-0.436, 0.708, -0.092], [-0.304, 0.009, 0.172], [0.777, 0.490, 0.156], [0.520, 0.271, 0.530], [0.754, -1.126, -0.361], [-0.347, -0.263, 0.039], [0.624, 0.009, -0.215], [-0.293, 0.397, -0.180], [0.136, 0.066, -0.150], [0.225, 0.531, 0.118], [0.356, -0.358, 0.111], [0.105, 0.553, -0.034]]
}